Computed, not measured: a molecular structure, C27H36F6N2O5S at a distorted geometry, with ωB97M-V/def2-TZVPD.

Charge: 0
Orbital gap in eV: 8.1
HOMO energy in eV: -8.44

Geometry as XYZ:
```
77
Properties=species:S:1:pos:R:3:forces:R:3:mulliken_charge:R:1
C -2.076965 -4.435073 -2.197329 -0.1 0.5 -0.7 -1.379
C -2.184610 -2.899368 -2.403109 0.3 -0.4 0.7 -0.562
C -1.522735 -2.054581 -1.329067 0.2 0.0 0.2 0.850
C -2.132552 -0.833914 -0.839930 -0.5 0.0 0.2 0.436
C -3.440463 -0.296775 -1.422091 1.3 0.2 0.3 -1.553
C -3.141906 0.856461 -2.397996 -0.8 -0.6 -0.2 -0.269
C -2.263783 0.432536 -3.590762 -0.4 0.6 0.4 -1.520
C -0.859393 0.967358 -3.588286 -0.1 -0.3 -0.5 1.114
F -0.164409 0.331660 -4.574738 0.0 0.1 -0.2 -0.368
F -0.187723 0.717238 -2.445354 0.0 0.1 0.4 -0.017
C -0.713565 2.475506 -3.899387 1.1 -0.3 0.2 0.455
F 0.570287 2.827237 -3.711013 -0.1 0.0 0.0 -0.255
F -1.005391 2.711412 -5.170485 -0.4 0.2 -0.2 -0.275
F -1.451930 3.240327 -3.107721 -0.4 0.2 0.1 -0.232
C -1.563507 -0.085556 0.160732 0.0 0.0 0.0 -0.775
O -2.191325 1.036856 0.640711 0.2 -0.3 -0.3 -0.655
C -1.489068 2.272326 0.421302 -0.4 0.6 0.4 -0.739
C -0.855136 2.852732 1.698529 -0.1 0.1 -0.4 0.416
C -1.735676 3.955883 2.293216 0.2 -0.1 0.3 -1.853
C 0.573864 3.345799 1.382287 -0.2 0.4 0.2 1.200
C 0.523320 4.725340 0.700160 -0.1 -0.5 -0.2 -1.709
C 1.474886 3.355502 2.623263 0.2 -0.4 -0.5 -1.529
C -0.312109 -0.498248 0.703700 0.3 0.2 0.2 1.452
N 0.436503 0.086322 1.649393 -0.4 0.5 0.1 -0.229
S 1.759486 -0.764112 1.832592 0.1 -0.6 -0.4 0.138
N 1.509623 -1.936053 0.742891 0.2 0.5 0.5 -0.701
C 0.323010 -1.654179 0.206471 -0.2 -0.7 -0.6 0.380
C -0.320674 -2.414870 -0.798426 0.0 0.0 -0.2 0.495
F 0.356444 -3.495118 -1.231359 -0.1 0.0 -0.1 -0.447
H -1.443801 -4.855512 -2.971573 0.2 -0.2 0.1 0.325
H -3.059083 -4.874189 -2.343519 -0.1 -0.2 0.2 0.390
H -1.664624 -4.691263 -1.234732 -0.1 -0.2 0.2 0.343
H -1.747893 -2.629299 -3.361955 -0.1 0.0 -0.2 0.285
H -3.237283 -2.661079 -2.414804 -0.1 0.2 -0.2 0.021
H -3.998472 0.094521 -0.580152 -0.4 0.0 0.0 0.527
H -4.006933 -1.076885 -1.911370 -0.2 0.0 -0.1 0.429
H -4.104088 1.163685 -2.807823 -0.1 0.2 0.0 0.444
H -2.766153 1.711497 -1.856808 0.3 0.1 0.1 0.132
H -2.726050 0.781701 -4.511456 0.1 0.0 -0.2 0.583
H -2.216955 -0.646811 -3.653402 0.2 -0.2 -0.1 0.230
H -0.770313 2.175132 -0.386777 0.2 -0.3 0.0 0.066
H -2.236798 2.987210 0.071687 -0.2 -0.1 -0.1 0.431
H -0.849399 2.055681 2.432986 0.4 -0.2 0.0 0.400
H -2.527302 3.516940 2.893513 -0.3 0.0 -0.1 0.438
H -2.174023 4.597891 1.534248 -0.1 0.1 -0.1 0.398
H -1.158915 4.586059 2.967074 0.1 0.1 0.1 0.417
H 1.018147 2.663106 0.661040 0.0 -0.2 0.0 0.124
H 0.477343 5.520317 1.437093 0.0 0.2 0.0 0.385
H 1.379264 4.849667 0.042328 0.3 0.2 0.2 0.435
H -0.348906 4.802743 0.054203 -0.2 0.1 -0.1 0.341
H 2.181024 4.180815 2.588272 0.0 0.3 0.2 0.430
H 0.909096 3.348158 3.549998 0.0 0.2 0.1 0.292
H 2.086241 2.455678 2.612342 0.0 -0.2 0.2 0.271
O 5.140599 -3.012637 -4.342442 -0.1 -0.1 -0.1 -0.588
C 4.383049 -2.187249 -3.926414 0.3 0.1 0.0 0.440
O 3.204709 -1.901088 -4.529843 0.0 0.0 0.0 -0.366
C 2.559290 -0.797609 -3.866566 0.1 0.0 0.2 0.026
C 3.154810 -0.773691 -2.464518 0.1 0.0 0.1 -0.064
C 4.569370 -1.292406 -2.713986 -0.5 0.0 0.1 -0.583
H 2.772621 0.115736 -4.426887 0.0 0.0 0.0 0.146
H 1.492637 -0.964478 -3.857544 -0.1 -0.2 -0.1 -0.023
H 3.114646 0.210068 -1.999359 0.0 0.0 -0.1 0.460
H 2.615938 -1.472035 -1.821060 0.0 0.0 0.0 -0.057
H 5.260901 -0.491192 -2.978747 0.1 0.0 0.0 0.275
H 4.962589 -1.860747 -1.876199 0.2 0.0 -0.1 0.326
O 1.987931 -0.553299 4.750170 0.0 0.0 0.0 -0.583
C 1.437586 -1.417048 5.368272 0.2 0.1 0.2 0.539
O 0.099486 -1.606402 5.321069 0.0 0.0 0.0 -0.329
C -0.288476 -2.643790 6.238825 0.0 -0.2 0.1 -0.433
C 0.970246 -3.471993 6.459404 0.1 0.0 0.0 -0.491
C 2.068040 -2.419103 6.316252 -0.3 -0.4 -0.1 -0.435
H -0.644134 -2.174184 7.158261 0.0 0.0 0.0 0.265
H -1.101177 -3.217226 5.800148 0.0 0.1 -0.1 0.314
H 0.976384 -3.997042 7.412340 0.0 0.1 0.0 0.322
H 1.067884 -4.214027 5.665889 0.0 0.0 0.0 0.274
H 2.282088 -1.915514 7.259828 0.1 0.0 0.0 0.276
H 2.984359 -2.821455 5.894501 0.1 0.2 0.1 0.280
```
Positions in Å, forces in eV/Å.